*A*
Molecular formula: C42H35BaBrN11O3S2
Method: DFT, wB97M-V/def2-TZVPD

XYZ file:
```
95
Properties=species:S:1:pos:R:3:mulliken_charge:R:1
Ba 0.45240 -0.28227 -0.29809 1.4581
C 4.54134 -2.14449 -4.61950 -0.6964
C 4.73646 -0.78065 -4.81428 -0.6137
C 4.17653 0.13920 -3.94591 -0.5545
C 3.41437 -0.31815 -2.87395 -0.6758
C 3.21030 -1.67774 -2.67815 0.8644
C 3.77989 -2.59339 -3.55117 -0.6755
N 2.76429 0.55448 -1.94351 1.5782
N 3.13197 1.73411 -2.01548 -0.8018
C 2.48091 2.67057 -1.15497 -0.3475
C 2.97820 3.96216 -1.23349 -0.3664
C 2.38163 4.93940 -0.45265 -0.6596
C 1.32277 4.58358 0.36330 -0.4541
C 0.90239 3.26012 0.37702 -0.7898
N 1.46993 2.31597 -0.36833 0.4710
H 4.98457 -2.85465 -5.30498 0.4398
H 5.32807 -0.43524 -5.65155 0.4038
H 4.31519 1.20056 -4.09100 0.5000
H 2.61961 -2.01435 -1.83315 -0.0393
H 3.62682 -3.65425 -3.39993 0.5089
H 3.80474 4.17327 -1.89598 0.5517
H 2.73446 5.96147 -0.48400 0.4278
H 0.81717 5.31561 0.97752 0.3151
H 0.08308 2.94906 1.01806 0.6300
Br -1.49101 7.33086 1.93281 -0.1680
C -1.73750 6.00815 3.26871 0.0021
C -3.02158 5.67007 3.66005 -0.5840
C -3.19358 4.72073 4.65518 -0.3214
C -2.09390 4.08274 5.21079 0.2352
C -0.80732 4.44568 4.82639 -0.3120
C -0.62902 5.41982 3.85723 -0.3224
N -2.34430 3.17533 6.29851 -0.3891
N -1.87231 2.03385 6.31666 -0.5201
C -1.16263 1.52037 5.17530 -0.0973
C 0.12562 1.08912 5.34265 -0.5818
C 0.87887 0.59786 4.26892 -0.7974
C 0.33906 0.47866 2.99465 0.2176
O 1.00086 0.03298 1.97192 -0.4331
C -1.05228 0.84352 2.83350 -0.5119
N -1.60733 0.65011 1.59869 0.8298
C -2.88008 0.92152 1.43868 -0.4295
C -3.71520 1.39066 2.46795 -1.3231
C -3.17569 1.60574 3.70195 -0.5519
C -1.80194 1.35330 3.92132 0.6789
H -3.87561 6.15951 3.21333 0.4461
H -4.18571 4.47088 5.00905 0.4178
H 0.05325 3.98567 5.29053 0.4800
H 0.36875 5.72715 3.57514 0.5645
H 0.57620 1.16175 6.32558 0.4446
H 1.90521 0.28984 4.41941 0.5049
H -3.29193 0.75370 0.44888 0.3305
H -4.76453 1.56325 2.27261 0.4786
H -3.79582 1.94624 4.52076 0.7605
S -2.56514 -7.78853 -2.64947 0.1575
N -1.94183 -6.60396 -3.54867 -0.6659
C -1.64398 -5.61557 -2.72081 0.7485
C -1.06462 -4.34135 -3.10033 0.5721
C -0.75564 -4.02270 -4.42304 -0.4885
C -0.22078 -2.78694 -4.70470 -1.1738
C -0.00980 -1.90380 -3.64824 -0.6584
N -0.29042 -2.19255 -2.38727 0.6597
C -0.81133 -3.39588 -2.09704 -0.8556
C -1.12035 -3.70199 -0.68024 -0.7430
N -0.83526 -2.77032 0.24260 0.7987
C -1.09519 -3.02221 1.51650 -0.3731
C -1.66457 -4.21682 1.95548 -1.0782
C -1.96240 -5.18137 1.02225 -0.5049
C -1.68593 -4.93176 -0.32342 0.4598
C -1.95306 -5.90056 -1.36898 0.7349
N -2.48105 -7.10101 -1.19355 -0.6654
H -0.94300 -4.75205 -5.20029 0.5423
H 0.03687 -2.50030 -5.71450 0.5098
H 0.40869 -0.91869 -3.83320 0.6197
H -0.82844 -2.24269 2.22354 0.4581
H -1.85678 -4.37071 3.00765 0.5086
H -2.40085 -6.12943 1.30497 0.5464
N -4.03984 1.38180 -3.19669 -0.6135
C -2.75837 2.05804 -3.37193 -0.4327
C -1.67131 1.35218 -2.57792 0.5250
O -0.50512 1.65536 -2.59136 -0.5874
O -2.10966 0.34251 -1.82368 -0.4223
H -4.35485 0.92859 -4.04316 0.2025
H -4.76913 2.00964 -2.89042 0.2229
H -3.07966 0.27993 -2.00242 0.3934
H -2.79033 3.08542 -3.00741 0.3397
H -2.42814 2.10703 -4.40989 0.3845
C 4.13675 -1.57471 1.05499 -0.7180
S 2.62561 -2.54551 0.95187 0.3563
C 3.24708 -4.02373 0.13189 -0.9319
H 4.87902 -2.07819 1.67219 0.4246
H 3.86718 -0.63026 1.52664 0.2046
H 4.55032 -1.38406 0.06408 0.1385
H 3.78115 -3.77405 -0.78538 0.1842
H 2.38933 -4.64915 -0.11447 0.2746
H 3.90912 -4.58305 0.79083 0.4232
```

Values from the calculation:
charge: +1
HOMO energy: -0.333 Ha


*B*
Molecular formula: C42H35BaBrN11O3S2
Method: DFT, wB97M-V/def2-TZVPD

XYZ file:
```
95
Properties=species:S:1:pos:R:3:mulliken_charge:R:1
Ba 0.02190 -0.17561 -0.02017 1.6613
C 5.97520 1.65001 0.25909 -0.5439
C 5.03738 0.85560 0.89960 -0.5693
C 3.86305 0.51718 0.24405 -0.1803
C 3.65698 0.96252 -1.05544 -0.7162
C 4.58998 1.76394 -1.70828 -0.2971
C 5.74986 2.10662 -1.03439 -0.6424
N 2.42484 0.55950 -1.65482 1.3705
N 2.39805 0.65846 -2.88941 -0.8116
C 1.15633 0.28678 -3.51981 -0.2548
C 1.22401 0.23432 -4.90424 -0.3250
C 0.06222 -0.09620 -5.58552 -0.4689
C -1.09170 -0.34965 -4.86378 -0.8031
C -1.05444 -0.28019 -3.47705 -0.4248
N 0.06237 0.03304 -2.81572 0.3872
H 6.88519 1.92861 0.77359 0.4199
H 5.21135 0.51314 1.91094 0.4697
H 3.11437 -0.09704 0.72588 0.8569
H 4.39887 2.10979 -2.71309 0.4789
H 6.48451 2.73641 -1.51781 0.4068
H 2.15174 0.45803 -5.40821 0.5083
H 0.05942 -0.14505 -6.66621 0.4051
H -2.01958 -0.59540 -5.36035 0.4486
H -1.92898 -0.45784 -2.86022 0.4622
Br -9.83220 -0.35300 2.45477 -0.1792
C -8.85879 1.15162 1.84593 0.0670
C -7.67619 1.49592 2.48128 -0.5587
C -6.94911 2.58415 2.02759 0.0868
C -7.42397 3.31690 0.94981 0.0543
C -8.63547 3.00339 0.35069 -0.3521
C -9.35003 1.89811 0.78500 -0.4512
N -6.76064 4.51754 0.51651 -0.6800
N -5.57401 4.51765 0.18087 -0.2217
C -4.80932 3.31623 0.05460 -0.0531
C -5.24711 2.20247 -0.61463 -0.5008
C -4.40527 1.09996 -0.80240 -0.7070
C -3.10265 1.06873 -0.31690 -0.2384
O -2.32814 0.04052 -0.45895 -0.3934
C -2.62234 2.25525 0.36454 -0.1058
N -1.34499 2.25215 0.85037 0.1922
C -0.90675 3.32341 1.46911 0.0816
C -1.67163 4.48830 1.65675 -1.1034
C -2.95188 4.51174 1.18425 -0.6804
C -3.47064 3.37473 0.52546 0.9531
H -7.32706 0.91427 3.32315 0.4256
H -6.01905 2.85534 2.50949 0.4023
H -9.00801 3.62179 -0.45464 0.4392
H -10.28580 1.63002 0.31565 0.4258
H -6.25005 2.15685 -1.01705 0.4619
H -4.77003 0.22891 -1.33178 0.4835
H 0.11514 3.28639 1.83954 0.2874
H -1.24062 5.33894 2.16570 0.3591
H -3.58052 5.38419 1.29947 0.5240
S 4.33932 -5.14332 5.00848 0.1627
N 3.94314 -5.32781 3.45504 -0.6740
C 3.28988 -4.23230 3.09701 0.9067
C 2.77007 -3.95999 1.77504 0.4777
C 2.91999 -4.86100 0.72050 -0.6468
C 2.44001 -4.52291 -0.52232 -1.0288
C 1.83315 -3.27883 -0.68074 -0.6448
N 1.67551 -2.42085 0.31348 0.2865
C 2.11622 -2.73921 1.54029 -0.4526
C 1.91453 -1.77823 2.66243 -0.5156
N 1.21970 -0.65407 2.43878 0.6719
C 1.03170 0.21423 3.41800 -0.4860
C 1.56431 0.03724 4.69303 -0.9719
C 2.27700 -1.10963 4.94971 -0.6409
C 2.45200 -2.04630 3.93108 0.3441
C 3.15298 -3.29333 4.14047 0.8594
N 3.70478 -3.68516 5.27908 -0.6714
H 3.41883 -5.80435 0.89817 0.5499
H 2.54069 -5.19022 -1.36635 0.4865
H 1.46123 -2.97103 -1.65193 0.4838
H 0.44162 1.09476 3.18701 0.3484
H 1.40245 0.78194 5.45896 0.5203
H 2.69904 -1.30403 5.92662 0.5564
N -3.16471 -4.85239 -0.61342 -0.5862
C -2.95315 -4.01539 0.56037 -0.4511
C -1.79229 -3.06676 0.32616 0.5632
O -1.25823 -2.42075 1.19342 -0.6503
O -1.43310 -2.94667 -0.95274 -0.3257
H -4.14202 -5.06377 -0.75913 0.2217
H -2.66718 -5.73161 -0.54673 0.2008
H -2.02009 -3.58000 -1.43631 0.4449
H -2.78789 -4.54190 1.50199 0.3527
H -3.81695 -3.36309 0.70764 0.3179
C 2.37473 5.01943 2.72026 -0.8370
S 2.79079 3.60185 1.69347 0.0862
C 2.34711 4.29475 0.09267 -0.5613
H 2.96594 5.89060 2.44132 0.3451
H 2.60298 4.76858 3.75479 0.3364
H 1.31571 5.27150 2.65369 0.1232
H 1.27629 4.48964 0.01970 0.2484
H 2.62999 3.57986 -0.67816 -0.0299
H 2.89268 5.22033 -0.08930 0.4226
```

Values from the calculation:
charge: +1
HOMO energy: -0.326 Ha


Order of stability, best first: *A*, *B*